1.
Molecular formula: CH5NS2
Method: DFT, ωB97M-V/def2-TZVPD

Values from the calculation:
Energy relative to the best compared isomer or geometry (same formula, charge and spin)   5.0512 eV
Strongest force on any atom   8.06 eV/Å
Kohn-Sham gap   8.15 eV

XYZ file:
```
9
Properties=species:S:1:pos:R:3:forces:R:3
C 1.738121 -1.014614 0.078669 0.5883 -0.3757 0.2606
H -2.377790 0.309273 0.399075 -1.2519 -0.2012 0.4525
H 2.575895 -0.460572 0.516082 -0.2676 -0.1295 -0.0013
H -0.821085 1.229150 -0.435615 0.5736 0.9911 -0.5810
H -1.836037 -1.555244 0.454037 -0.4639 -0.4894 -0.2065
S -1.319748 -0.408648 -0.012001 -7.3554 -3.0541 1.2368
H 1.871324 -2.082530 -0.093817 -0.0728 0.1429 0.0701
N 0.619310 -0.509569 -0.244096 4.8024 0.4827 -1.0603
S 0.433735 1.172059 0.036807 3.4473 2.6331 -0.1709
```
Forces are in eV/Å.

2.
Molecular formula: CH5O2P
Method: DFT, ωB97M-V/def2-TZVPD

Values from the calculation:
Energy relative to the best compared isomer or geometry (same formula, charge and spin)   4.2168 eV
Strongest force on any atom   3.92 eV/Å
Kohn-Sham gap   7.27 eV

XYZ file:
```
9
Properties=species:S:1:pos:R:3:forces:R:3
H 0.224904 -2.660937 0.871786 -0.2332 1.2907 0.1283
P 0.743838 -1.409482 0.200425 -1.0654 -1.4956 -2.5071
O -0.367759 -0.069682 0.635908 -0.2004 -2.2794 2.2590
H -1.940128 1.015335 0.023959 -1.1767 -0.4176 -0.1248
H -0.056089 0.984270 -1.460877 2.8704 -2.1685 -1.3619
O 2.061417 -1.147892 0.723856 2.1801 0.4289 1.3259
H 0.664423 0.378770 -1.725684 -2.9292 2.1462 1.0867
H -0.392816 1.952387 0.360817 -0.3781 -1.1164 0.3902
C -0.937792 0.957232 0.369810 0.9325 3.6116 -1.1964
```
Forces are in eV/Å.

3.
Molecular formula: CH5O2P
Method: DFT, ωB97M-V/def2-TZVPD

Values from the calculation:
Energy relative to the best compared isomer or geometry (same formula, charge and spin)   2.1130 eV
Strongest force on any atom   4.73 eV/Å
Kohn-Sham gap   9.77 eV

XYZ file:
```
9
Properties=species:S:1:pos:R:3:forces:R:3
H -1.116960 -0.695810 -0.961086 0.6392 0.2854 -0.2013
C -0.615026 -0.941131 -0.028499 1.3816 -3.0620 0.7070
H -0.918613 -0.374685 0.789119 -1.1999 1.2091 1.1782
H 1.759262 0.809808 -1.519467 0.0228 -0.2928 1.8505
H -0.838189 -2.058616 0.237526 0.3332 2.0937 -0.6668
O 3.217305 -0.238897 0.135865 1.6948 0.3289 0.7934
O 0.848518 -0.878360 0.072207 -0.6324 -0.1028 -1.1694
P 1.906060 0.308542 -0.092793 -4.4485 1.4159 -0.7799
H 0.764807 1.631627 1.016537 2.2092 -1.8754 -1.7118
```
Forces are in eV/Å.

4.
Molecular formula: CH5O2PS2
Method: DFT, ωB97M-V/def2-TZVPD

Values from the calculation:
Energy relative to the best compared isomer or geometry (same formula, charge and spin)   0.0000 eV
Strongest force on any atom   3.06 eV/Å
Kohn-Sham gap (spin up / spin down)   5.97 / 5.79 eV
Multiplicity   3

XYZ file:
```
11
Properties=species:S:1:pos:R:3:forces:R:3
H -3.614790 -0.424689 -0.442742 0.3157 0.6773 2.5995
H 3.105854 0.324101 -0.901481 0.1201 0.7937 -1.2049
C 2.524300 -0.368181 -0.350953 -0.9327 -0.3412 -1.0267
S 1.832866 0.586485 0.991377 -0.7979 0.0676 0.1490
O -3.700153 -0.552051 0.553754 -0.0151 -0.2707 -0.6358
H 1.671554 -0.816196 -0.985428 1.8011 0.2931 1.0150
S -0.663642 -0.037309 -1.443164 -0.7185 -0.8226 -2.2798
H 3.307294 -1.028343 -0.019462 -0.4047 -0.9317 0.5134
P -0.128498 0.737859 0.266805 1.9197 0.1135 2.3832
H -3.284708 0.074151 1.203091 -0.2080 -0.3399 -2.0171
O -1.050082 1.504171 1.128199 -1.0797 0.7608 0.5042
```
Forces are in eV/Å.

5.
Molecular formula: CH5O3PSi
Method: DFT, ωB97M-V/def2-TZVPD

Values from the calculation:
Charge   -2
Energy relative to the best compared isomer or geometry (same formula, charge and spin)   3.3772 eV
Strongest force on any atom   7.54 eV/Å
Kohn-Sham gap   6.92 eV

XYZ file:
```
11
Properties=species:S:1:pos:R:3:forces:R:3
C -0.903396 -0.504622 0.791159 0.3701 -0.8919 0.5645
H 0.200532 1.910223 0.043616 -0.0688 -1.3494 -1.1749
O -1.745017 0.829096 -1.181586 -0.2208 -0.8839 0.6127
O -3.034775 1.209248 0.924994 -1.5538 1.9167 2.2485
O -3.835560 -1.324228 -0.631366 3.7194 3.9713 2.0985
H 0.302749 0.041800 -1.967669 0.5922 -0.2994 -0.3586
Si -0.108690 0.478178 -0.652683 0.7864 2.1815 1.9097
H -0.832586 0.056621 1.760803 0.3310 -0.4618 -0.8533
P -2.508621 0.155282 0.094006 -2.3082 -5.7473 -4.2993
H -0.616664 -1.605114 0.992420 -0.9197 1.7370 -0.6447
H 2.226428 0.254659 -0.165066 -0.7279 -0.1727 -0.1030
```
Forces are in eV/Å.

6.
Molecular formula: CH5OP
Method: DFT, ωB97M-V/def2-TZVPD

Values from the calculation:
Energy relative to the best compared isomer or geometry (same formula, charge and spin)   5.0960 eV
Strongest force on any atom   2.58 eV/Å
Kohn-Sham gap (spin up / spin down)   9.01 / 7.51 eV

XYZ file:
```
8
Properties=species:S:1:pos:R:3:forces:R:3
H -1.453217 0.913028 1.209299 1.0174 -0.2028 -0.6436
C 0.484840 -0.351694 -0.388763 1.2054 1.5459 0.4012
H 1.620005 -0.663028 -0.345007 -2.2795 1.1852 0.1763
O -0.080099 -1.059938 -1.376067 -2.2396 -0.5794 0.0683
H 0.309459 1.759769 -0.994964 0.3729 -1.4745 0.2970
H 0.608872 0.642256 1.925813 -0.3450 -0.0169 -0.4084
H -1.084533 -1.145430 -1.279615 2.0283 0.3692 -0.1326
P -0.405329 -0.094963 1.249304 0.2402 -0.8266 0.2416
```
Forces are in eV/Å.

7.
Molecular formula: CH5OPS
Method: DFT, ωB97M-V/def2-TZVPD

Values from the calculation:
Energy relative to the best compared isomer or geometry (same formula, charge and spin)   0.0703 eV
Strongest force on any atom   3.73 eV/Å
SMILES   C[P@@H](O)=S
Kohn-Sham gap   8.97 eV

XYZ file:
```
9
Properties=species:S:1:pos:R:3:forces:R:3
H 0.324403 -0.285725 1.703408 0.1359 0.1745 0.1703
H -0.373424 -1.999578 -0.232812 -0.1623 0.0584 0.0727
C -0.751212 0.779114 -0.309082 0.7644 -0.1422 0.0214
O 0.512951 -1.627229 -0.209736 0.0458 -0.4370 -0.2684
H -0.617627 0.928697 -1.379346 0.0226 -0.0058 0.0024
H -0.827713 1.745121 0.180524 0.0194 0.1005 0.0561
P 0.690603 -0.143234 0.360169 2.7775 0.8106 -0.7552
H -1.660959 0.206109 -0.125281 0.0301 -0.0322 0.0576
S 2.702980 0.396725 0.012159 -3.6334 -0.5267 0.6431
```
Forces are in eV/Å.

8.
Molecular formula: CH5OPS
Method: DFT, ωB97M-V/def2-TZVPD

Values from the calculation:
Energy relative to the best compared isomer or geometry (same formula, charge and spin)   3.2980 eV
Strongest force on any atom   1.75 eV/Å
Kohn-Sham gap (spin up / spin down)   6.74 / 6.73 eV

XYZ file:
```
9
Properties=species:S:1:pos:R:3:forces:R:3
C 0.785103 0.144372 -0.566959 -0.1267 0.6241 0.3528
H 1.556754 -0.591916 -0.916738 -1.0811 0.5773 -0.5378
S -3.404664 0.767076 -0.197826 -0.7336 0.9814 -0.6334
H 1.436833 0.910912 -0.031918 -1.1707 -0.4928 -0.5168
P -3.725015 -1.130258 0.057597 -0.0963 -1.0009 0.1986
H -2.234036 1.050685 0.354935 0.8383 -0.0450 0.4536
H 0.386869 -1.189684 0.704328 -0.5883 -0.1885 0.4824
H 0.058870 0.607163 -1.295891 1.7185 -0.3153 0.0969
O -0.158886 -0.504326 0.306588 1.2398 -0.1403 0.1036
```
Forces are in eV/Å.

9.
Molecular formula: CH5OS
Method: DFT, ωB97M-V/def2-TZVPD

Values from the calculation:
Energy relative to the best compared isomer or geometry (same formula, charge and spin)   0.1619 eV
Strongest force on any atom   0.86 eV/Å
Kohn-Sham gap (spin up / spin down)   10.55 / 7.16 eV
Multiplicity   2

XYZ file:
```
8
Properties=species:S:1:pos:R:3:forces:R:3
O -0.982066 -0.377911 2.541036 -0.0210 -0.0632 -0.3335
H 1.223499 1.347424 0.229399 -0.5295 0.2218 0.4751
H 2.102840 0.821616 -1.142444 -0.1531 -0.0319 -0.5306
S -0.004476 -0.408811 -1.009819 0.3423 0.0089 0.3296
H 0.546760 1.708094 -1.416955 0.4706 0.5423 0.1164
C 1.093460 1.007770 -0.782138 -0.1433 -0.7622 -0.3674
H -1.150610 -0.792304 1.680256 0.0803 0.1398 0.2521
H -0.607106 0.477754 2.306130 -0.0463 -0.0556 0.0584
```
Forces are in eV/Å.

10.
Molecular formula: CH5OS2
Method: DFT, ωB97M-V/def2-TZVPD

Values from the calculation:
Charge   -1
Energy relative to the best compared isomer or geometry (same formula, charge and spin)   0.9987 eV
Strongest force on any atom   1.20 eV/Å
Kohn-Sham gap   6.85 eV

XYZ file:
```
9
Properties=species:S:1:pos:R:3:forces:R:3
H 1.822140 1.175256 -1.962545 0.0112 0.0245 -0.0593
S 0.598658 -0.559235 0.192316 0.6461 -0.3252 0.0733
H 0.716220 -2.345102 1.497730 -0.1084 0.1141 0.0614
H -1.859179 -0.142555 0.378074 0.4665 -0.5532 0.3750
O -0.026423 -2.105705 0.934257 -0.4072 0.1874 -0.2135
H -1.135086 0.646231 -0.966686 0.3107 -0.1207 -0.1396
H -0.852029 1.291359 0.597245 0.0234 0.0615 0.2657
C -0.935483 0.352714 0.063251 -1.0531 0.5057 -0.2638
S 1.671183 1.687036 -0.733641 0.1109 0.1059 -0.0993
```
Forces are in eV/Å.

no.,calculated total energy (eV)
1,-24273.2844
2,-14497.5169
3,-14499.6207
4,-36169.1832
5,-24424.0113
6,-12449.0431
7,-23290.1675
8,-23286.9398
9,-13999.3226
10,-24836.1872